# 1
102
Properties=species:S:1:pos:R:3 method="wB97M-V/def2-TZVPD" homo_ev=-11.1 total_charge=+1 gap_ev=5.7
C 3.126 -2.323 2.717
C 2.502 -2.784 1.372
O 1.929 -3.827 1.351
O 2.623 -1.986 0.243
C 1.328 -1.605 -0.289
C 1.160 -0.035 -0.440
C -0.002 0.490 0.509
C 0.424 0.031 1.975
C 0.004 1.077 3.054
C 0.978 2.107 3.289
C 0.546 3.099 4.283
S 1.581 4.475 4.729
C -0.813 2.794 4.807
P -1.488 4.019 6.089
N -0.829 3.811 7.503
N -1.629 1.815 4.538
N -1.216 0.944 3.620
C -2.187 -0.142 3.313
F -3.380 0.208 3.877
F -2.464 -0.187 1.989
C -1.778 -1.556 3.887
F -1.726 -2.407 2.807
F -0.530 -1.595 4.440
C -2.779 -2.210 4.903
F -2.264 -3.461 5.155
F -4.002 -2.458 4.371
C -2.862 -1.498 6.321
F -4.141 -1.163 6.610
F -2.500 -2.374 7.284
F -2.083 -0.400 6.420
H 2.969 -3.120 3.475
H 4.213 -2.129 2.526
H 2.692 -1.356 3.078
H 1.295 -1.995 -1.332
H 0.496 -2.051 0.310
H 2.098 0.454 -0.074
H 0.914 0.215 -1.492
H -0.156 1.597 0.434
H -0.919 -0.042 0.157
H 0.103 -1.002 2.220
H 1.543 0.002 1.942
H 1.952 2.178 2.770
H 0.791 5.604 4.775
H -2.910 3.880 6.085
H -1.127 5.327 5.626
H -0.329 4.657 7.786
C -1.486 -7.467 3.163
C -0.744 -6.576 2.497
C -1.369 -5.480 1.697
O -0.647 -4.685 1.126
C -2.828 -5.418 1.635
C -3.571 -6.311 2.298
C -2.945 -7.393 3.121
O -3.662 -8.170 3.722
O -4.912 -6.280 2.258
O 0.599 -6.619 2.515
H -1.046 -8.263 3.747
H -3.268 -4.631 1.039
H -5.208 -7.025 2.817
H 0.896 -5.868 1.961
C 0.526 -2.478 -6.442
C 0.130 -2.607 -5.171
C 0.376 -1.530 -4.163
O -0.019 -1.683 -3.018
C 1.091 -0.334 -4.596
C 1.490 -0.205 -5.866
C 1.220 -1.270 -6.882
O 1.586 -1.100 -8.028
O 2.149 0.883 -6.288
O -0.508 -3.708 -4.740
H 0.352 -3.248 -7.180
H 1.278 0.430 -3.854
H 2.323 0.733 -7.239
H -0.686 -3.556 -3.793
C 4.496 3.048 -5.838
C 5.005 3.574 -6.956
C 6.154 4.531 -6.919
O 6.596 4.970 -7.962
C 6.695 4.902 -5.612
C 6.183 4.378 -4.494
C 5.052 3.401 -4.535
O 4.629 2.935 -3.490
O 6.660 4.703 -3.279
O 4.510 3.268 -8.166
H 3.666 2.354 -5.854
H 7.514 5.607 -5.595
H 6.124 4.191 -2.644
H 5.049 3.774 -8.806
C -3.707 2.906 -0.494
C -4.840 3.171 -1.157
C -4.820 3.785 -2.522
O -5.871 3.991 -3.093
C -3.522 4.117 -3.106
C -2.393 3.854 -2.440
C -2.414 3.215 -1.089
O -1.355 2.976 -0.525
O -1.186 4.150 -2.954
O -6.040 2.899 -0.633
H -3.708 2.460 0.492
H -3.520 4.576 -4.085
H -0.537 3.863 -2.286
H -6.691 3.181 -1.305


# 2
81
Properties=species:S:1:pos:R:3 method="wB97M-V/def2-TZVPD" homo_ev=-12.5 total_charge=+2 gap_ev=6.9
Sc -0.235 0.307 0.404
I 0.520 -0.814 2.789
C -0.465 -3.938 0.137
C 0.076 -5.085 0.658
C 1.301 -5.598 0.180
C 1.899 -5.009 -0.892
C 1.379 -3.814 -1.455
C 2.016 -3.203 -2.564
C 1.548 -2.024 -3.066
C 0.485 -1.361 -2.423
C -0.126 -1.912 -1.324
C 0.233 -3.218 -0.878
H -0.444 -5.652 1.418
H 1.714 -6.493 0.625
H 2.790 -5.437 -1.333
H 2.878 -3.689 -3.003
H 2.016 -1.567 -3.927
H 0.176 -0.378 -2.766
S 4.635 -2.888 0.042
C 6.237 -3.469 -0.032
C 7.135 -2.459 -0.193
C 6.513 -1.189 -0.253
C 5.149 -1.255 -0.142
C 4.203 -0.138 -0.132
C 2.816 -0.360 -0.192
N 1.920 0.614 -0.160
C 2.345 1.895 -0.058
C 3.700 2.226 0.004
C 4.080 3.608 0.107
C 3.147 4.581 0.132
C 1.748 4.264 0.067
C 0.741 5.240 0.074
C -0.589 4.880 0.002
C -0.876 3.502 -0.047
N 0.046 2.554 -0.038
C 1.353 2.927 -0.009
C -1.684 5.850 -0.011
C -3.026 5.609 0.144
C -3.806 6.789 0.083
C -3.045 7.901 -0.118
S -1.388 7.527 -0.234
C 4.624 1.176 -0.036
H 6.435 -4.526 0.050
H 8.202 -2.614 -0.263
H 7.065 -0.269 -0.379
H 2.422 -1.368 -0.258
H 5.133 3.851 0.160
H 3.436 5.622 0.203
H 1.028 6.284 0.141
H -1.901 3.169 -0.098
H -3.453 4.630 0.316
H -4.880 6.814 0.187
H -3.373 8.925 -0.206
H 5.679 1.409 0.032
N -3.103 0.792 -1.380
C -3.401 1.054 -0.072
C -4.687 1.475 0.309
C -4.933 1.761 1.627
C -3.905 1.632 2.569
C -2.674 1.236 2.126
N -2.402 0.957 0.822
H -3.860 0.813 -2.042
H -2.388 0.109 -1.567
H -5.463 1.558 -0.441
H -5.921 2.080 1.934
H -4.059 1.847 3.616
H -1.842 1.139 2.812
C -3.327 -3.109 -0.996
As -2.315 -3.660 0.534
C -3.043 -5.374 0.987
C -2.709 -2.514 2.013
O -1.001 -1.165 -0.584
H -4.378 -3.148 -0.713
H -3.151 -3.808 -1.812
H -3.040 -2.104 -1.283
H -4.124 -5.269 1.057
H -2.659 -5.716 1.945
H -2.789 -6.090 0.210
H -3.730 -2.723 2.328
H -2.609 -1.478 1.710
H -2.015 -2.720 2.824